Record 1
{"formula": "C2H9NO2", "method": "ωB97M-V/def2-TZVPD", "species": ["C", "C", "N", "H", "H", "H", "H", "H", "O", "H", "H", "O", "H", "H"], "coordinates": [[1.61991, 4.73234, 0.67999], [2.34954, 3.80859, 0.06892], [2.50837, 2.44333, 0.51757], [1.26842, 4.59240, 1.69486], [1.06362, 5.47264, 0.11521], [3.00562, 4.02747, -0.76497], [3.17974, 2.47986, 1.29234], [3.07715, 1.97004, -0.18551], [-5.03037, -3.00155, -0.01128], [-4.12301, -3.21374, 0.22715], [-5.53152, -3.04919, 0.80824], [-0.18562, -5.66686, -1.11745], [-0.83344, -6.34848, -1.34735], [-0.77610, -4.92177, -0.95350]], "mol_weight_da": 79.10, "energy_ev": -7803.3983, "largest_force_ev_per_a": 1.76, "multiplicity": 1, "orbital_gap_ev": 9.40, "smiles": "C=CN.O.O", "lumo_energy_ev": 0.49}



Record 2
{"formula": "C40H55Cl2N7O5", "method": "ωB97M-V/def2-TZVPD", "species": ["C", "C", "C", "C", "N", "C", "C", "C", "Cl", "C", "N", "C", "C", "O", "Cl", "N", "C", "C", "C", "C", "N", "C", "C", "C", "O", "C", "C", "C", "C", "C", "C", "O", "C", "C", "O", "O", "H", "H", "H", "H", "H", "H", "H", "H", "H", "H", "H", "H", "H", "H", "H", "H", "H", "H", "H", "H", "H", "H", "H", "H", "H", "H", "H", "H", "H", "H", "H", "H", "H", "H", "H", "H", "H", "H", "H", "H", "N", "C", "C", "C", "C", "C", "H", "H", "H", "H", "H", "N", "C", "C", "C", "C", "C", "H", "H", "H", "H", "H", "N", "C", "C", "C", "C", "C", "H", "H", "H", "H", "H"], "coordinates": [[2.65308, -4.23203, -4.07350], [2.99359, -3.59325, -3.10439], [3.40549, -2.91943, -1.85984], [2.96601, -1.44054, -1.86981], [1.65477, -1.22325, -1.19841], [0.53839, -2.05026, -1.66047], [-0.76744, -1.20333, -1.55395], [-1.38435, -0.88227, -2.91789], [-2.25000, 0.69625, -2.79266], [2.04348, -1.36304, 0.11591], [1.45823, -2.09680, 1.02413], [1.93946, -2.24823, 2.37514], [0.92170, -3.09515, 3.13644], [0.33423, -4.00868, 2.67108], [0.64159, -2.61564, 4.83186], [3.17132, -0.65003, 0.26282], [3.19405, 0.47150, 1.22233], [1.88637, 1.31202, 1.28088], [1.04406, 1.12771, 2.57108], [-0.28138, 0.38014, 2.28774], [-1.45616, 1.10044, 2.85741], [-2.48881, 0.07666, 3.15544], [-1.97845, 1.95837, 1.81781], [-3.11434, 1.52773, 0.90294], [-1.49125, 3.04326, 1.65679], [3.78186, -0.40450, -1.10611], [5.28615, -0.60483, -0.87789], [6.12785, -1.08179, -2.08128], [5.70207, -0.52852, -3.46532], [5.35874, -1.61400, -4.53581], [4.21926, -1.16964, -5.44413], [4.71246, -1.01675, -6.78142], [3.65147, -0.94657, -7.68879], [3.46411, 1.06389, -1.52908], [2.43959, 1.29418, -2.19781], [4.26753, 1.91262, -1.19717], [2.56943, -4.94923, -4.84699], [4.48033, -3.06879, -1.78558], [2.94321, -3.51306, -1.06516], [2.78007, -1.11878, -2.89520], [0.41145, -2.99069, -1.10991], [0.65855, -2.29971, -2.71214], [-1.49607, -1.69771, -0.90527], [-0.52981, -0.25082, -1.08049], [-2.09470, -1.65309, -3.20475], [-0.64030, -0.74100, -3.69605], [0.61839, -2.60260, 0.77651], [2.87697, -2.81041, 2.42276], [2.06183, -1.32069, 2.92633], [3.30568, 0.02654, 2.22038], [4.07567, 1.08841, 1.09974], [1.28809, 1.18614, 0.37736], [2.21711, 2.35194, 1.27144], [1.59416, 0.68452, 3.40396], [0.72380, 2.12169, 2.87668], [-0.30385, -0.62817, 2.70878], [-0.46230, 0.28596, 1.20736], [-2.17119, -0.49840, 4.02984], [-3.45659, 0.52484, 3.36578], [-2.56926, -0.65506, 2.33589], [-3.31100, 2.28404, 0.15063], [-2.88348, 0.59522, 0.37818], [-4.04712, 1.34941, 1.44199], [5.38876, -1.35331, -0.08163], [5.76429, 0.28634, -0.48538], [6.23265, -2.16764, -2.15632], [7.14712, -0.73148, -1.90757], [4.88084, 0.18786, -3.44012], [6.55338, 0.00863, -3.88373], [5.21078, -2.59418, -4.08196], [6.22933, -1.71229, -5.18666], [3.79747, -0.19431, -5.16363], [3.38022, -1.87347, -5.49755], [3.02290, -0.05985, -7.53219], [3.00461, -1.83520, -7.63057], [4.03881, -0.92026, -8.70645], [-5.50798, 1.27613, 4.05054], [-6.52546, 0.44332, 3.81898], [-7.70767, 0.44894, 4.54002], [-7.83962, 1.37134, 5.56716], [-6.79484, 2.24438, 5.82610], [-5.65681, 2.15648, 5.04039], [-6.37474, -0.26313, 3.00968], [-8.49396, -0.24624, 4.30441], [-8.74652, 1.40940, 6.15775], [-6.85990, 2.97777, 6.61828], [-4.81503, 2.82109, 5.20327], [3.66400, 7.37612, 1.18331], [4.38276, 6.33973, 1.61338], [4.28150, 5.05990, 1.08931], [3.37975, 4.83886, 0.06112], [2.62189, 5.90319, -0.39932], [2.80314, 7.14436, 0.19208], [5.07416, 6.55713, 2.42131], [4.89390, 4.25609, 1.47628], [3.27343, 3.85019, -0.37544], [1.90659, 5.77341, -1.19994], [2.23340, 8.00647, -0.13905], [-8.84627, -1.40352, 2.45086], [-8.70884, -0.78012, 1.28059], [-8.99660, -1.36470, 0.05744], [-9.45003, -2.67332, 0.04686], [-9.59853, -3.34010, 1.25169], [-9.28578, -2.66196, 2.41919], [-8.34833, 0.24219, 1.33767], [-8.86830, -0.80882, -0.86109], [-9.68496, -3.16678, -0.88772], [-9.94939, -4.36229, 1.28652], [-9.38997, -3.14308, 3.38600]], "mol_weight_da": 784.83, "energy_ev": -88080.3416, "largest_force_ev_per_a": 3.28, "multiplicity": 1, "orbital_gap_ev": 7.52, "lumo_energy_ev": -0.50}



Record 3
{"formula": "C18H27FNOSScSi2", "method": "ωB97M-V/def2-TZVPD", "species": ["Sc", "O", "N", "C", "C", "C", "C", "C", "S", "H", "H", "H", "H", "F", "C", "C", "C", "C", "C", "C", "H", "H", "H", "H", "C", "Si", "C", "C", "C", "Si", "C", "C", "C", "H", "H", "H", "H", "H", "H", "H", "H", "H", "H", "H", "H", "H", "H", "H", "H", "H", "H", "H"], "coordinates": [[-0.15985, 0.08768, -0.41257], [-1.64946, 0.36386, 1.02487], [-1.59635, 0.19483, 2.34428], [-2.72276, 0.44975, 3.04550], [-2.74538, 0.29872, 4.40109], [-1.57604, -0.12534, 5.04584], [-0.44772, -0.37711, 4.31253], [-0.43658, -0.21824, 2.91289], [0.90986, -0.50369, 1.90655], [-3.55794, 0.76937, 2.44224], [-3.65515, 0.50738, 4.94299], [-1.56261, -0.25412, 6.11964], [0.46964, -0.70521, 4.77834], [5.34836, -1.12418, -3.36793], [4.21984, -0.88840, -2.66027], [4.25243, -1.02923, -1.28774], [3.08877, -0.78647, -0.56809], [1.88710, -0.40587, -1.18087], [1.93093, -0.28367, -2.57661], [3.07608, -0.51758, -3.33268], [5.17365, -1.32285, -0.80145], [3.14088, -0.90225, 0.50910], [1.03766, 0.00985, -3.12174], [3.08844, -0.41727, -4.41051], [-0.12053, 2.48732, -4.12002], [-0.97713, 2.34332, -2.45950], [0.27567, 2.77934, -1.07974], [-2.31825, 3.65164, -2.36621], [-1.59350, 0.68786, -1.99795], [-1.94149, -0.90250, -2.82482], [-1.23703, -1.12586, -4.54739], [-1.17306, -2.21563, -1.66379], [-3.77711, -1.28439, -2.88232], [0.18729, 3.52143, -4.29334], [-0.80609, 2.20540, -4.92254], [0.76765, 1.86003, -4.20074], [0.65382, 3.80065, -1.16011], [1.17719, 2.14788, -1.08414], [-0.19991, 2.72887, -0.08707], [-1.91462, 4.65653, -2.51126], [-2.82023, 3.62575, -1.39608], [-3.07505, 3.47785, -3.13466], [-2.45872, 0.87210, -1.33978], [-0.15048, -1.04489, -4.58434], [-1.65300, -0.37333, -5.22138], [-1.50926, -2.10931, -4.93844], [-0.07491, -2.17225, -1.60931], [-1.39542, -3.23836, -1.97536], [-1.59099, -2.13219, -0.64724], [-4.29386, -0.57935, -3.53751], [-4.22312, -1.20019, -1.88843], [-3.96895, -2.29364, -3.25432]], "mol_weight_da": 425.61, "energy_ev": -72652.0455, "largest_force_ev_per_a": 0.19, "multiplicity": 1, "orbital_gap_ev": 8.02, "lumo_energy_ev": -0.06}



Number 1 is which compound? C2H9NO2



What did the third record say?
{"formula": "C18H27FNOSScSi2", "method": "ωB97M-V/def2-TZVPD", "species": ["Sc", "O", "N", "C", "C", "C", "C", "C", "S", "H", "H", "H", "H", "F", "C", "C", "C", "C", "C", "C", "H", "H", "H", "H", "C", "Si", "C", "C", "C", "Si", "C", "C", "C", "H", "H", "H", "H", "H", "H", "H", "H", "H", "H", "H", "H", "H", "H", "H", "H", "H", "H", "H"], "coordinates": [[-0.15985, 0.08768, -0.41257], [-1.64946, 0.36386, 1.02487], [-1.59635, 0.19483, 2.34428], [-2.72276, 0.44975, 3.04550], [-2.74538, 0.29872, 4.40109], [-1.57604, -0.12534, 5.04584], [-0.44772, -0.37711, 4.31253], [-0.43658, -0.21824, 2.91289], [0.90986, -0.50369, 1.90655], [-3.55794, 0.76937, 2.44224], [-3.65515, 0.50738, 4.94299], [-1.56261, -0.25412, 6.11964], [0.46964, -0.70521, 4.77834], [5.34836, -1.12418, -3.36793], [4.21984, -0.88840, -2.66027], [4.25243, -1.02923, -1.28774], [3.08877, -0.78647, -0.56809], [1.88710, -0.40587, -1.18087], [1.93093, -0.28367, -2.57661], [3.07608, -0.51758, -3.33268], [5.17365, -1.32285, -0.80145], [3.14088, -0.90225, 0.50910], [1.03766, 0.00985, -3.12174], [3.08844, -0.41727, -4.41051], [-0.12053, 2.48732, -4.12002], [-0.97713, 2.34332, -2.45950], [0.27567, 2.77934, -1.07974], [-2.31825, 3.65164, -2.36621], [-1.59350, 0.68786, -1.99795], [-1.94149, -0.90250, -2.82482], [-1.23703, -1.12586, -4.54739], [-1.17306, -2.21563, -1.66379], [-3.77711, -1.28439, -2.88232], [0.18729, 3.52143, -4.29334], [-0.80609, 2.20540, -4.92254], [0.76765, 1.86003, -4.20074], [0.65382, 3.80065, -1.16011], [1.17719, 2.14788, -1.08414], [-0.19991, 2.72887, -0.08707], [-1.91462, 4.65653, -2.51126], [-2.82023, 3.62575, -1.39608], [-3.07505, 3.47785, -3.13466], [-2.45872, 0.87210, -1.33978], [-0.15048, -1.04489, -4.58434], [-1.65300, -0.37333, -5.22138], [-1.50926, -2.10931, -4.93844], [-0.07491, -2.17225, -1.60931], [-1.39542, -3.23836, -1.97536], [-1.59099, -2.13219, -0.64724], [-4.29386, -0.57935, -3.53751], [-4.22312, -1.20019, -1.88843], [-3.96895, -2.29364, -3.25432]], "mol_weight_da": 425.61, "energy_ev": -72652.0455, "largest_force_ev_per_a": 0.19, "multiplicity": 1, "orbital_gap_ev": 8.02, "lumo_energy_ev": -0.06}